A.
The following is a DFT calculation (the ωB97M-V functional and the def2-TZVPD basis) of 3 unconnected molecules or ions with the total composition C5H16NO.

Structure (XYZ):
```
23
Properties=species:S:1:pos:R:3:lowdin_charge:R:1
C 0.942 0.096 0.798 0.280
C 1.054 0.272 -0.677 -0.419
C 2.328 -0.328 -1.319 0.021
C -0.242 -0.178 -1.368 -0.248
C -0.903 -1.509 -1.211 -0.104
N -1.219 1.778 1.902 0.055
H 1.577 0.735 1.440 0.134
H 1.132 -0.938 1.095 0.130
H 1.085 1.354 -0.904 0.146
H 2.193 -0.483 -2.378 0.104
H 3.032 0.496 -1.183 0.102
H 2.637 -1.244 -0.846 0.092
H -0.958 0.609 -0.884 0.122
H -0.180 0.236 -2.515 0.184
H -1.796 -1.387 -0.606 0.053
H -1.149 -2.076 -2.164 0.104
H -0.251 -2.265 -0.543 0.124
H -0.227 1.379 1.409 0.067
H -0.846 2.447 2.540 0.036
H -1.527 2.537 1.199 0.107
H -2.070 0.216 1.929 -0.081
H -2.035 -1.161 2.461 0.080
O -2.575 -0.586 1.826 -0.088
```

The total charge is +1.



B.
The following is a DFT calculation (the ωB97M-V functional and the def2-TZVPD basis) of 2 unconnected molecules or ions with the total composition C5H16NO.

Structure (XYZ):
```
23
Properties=species:S:1:pos:R:3:lowdin_charge:R:1
C -1.590 0.883 0.159 -0.049
C -0.839 -0.413 0.013 -0.284
C 0.520 -0.625 0.742 -0.397
C 0.352 -1.753 1.741 -0.075
C 0.910 0.667 1.447 -0.071
N -0.519 -0.554 -1.515 0.215
H -2.338 0.772 0.955 0.109
H -0.994 1.770 0.256 0.077
H -2.366 0.993 -0.635 0.103
H -1.555 -1.238 0.185 0.152
H 1.227 -0.947 -0.046 0.140
H 1.274 -2.250 2.052 0.092
H -0.455 -1.378 2.485 0.130
H -0.214 -2.643 1.410 0.077
H 1.804 0.453 2.021 0.089
H 1.131 1.567 0.814 0.099
H 0.095 0.967 2.116 0.091
H -0.019 0.235 -1.914 0.121
H -0.252 -1.516 -1.695 0.169
H -1.444 -0.457 -1.937 0.153
H 1.159 2.236 -3.087 0.056
H 2.498 1.692 -2.970 0.062
O 1.618 1.537 -2.598 -0.059
```

The total charge is +1.



C.
The following is a DFT calculation (the ωB97M-V functional and the def2-TZVPD basis) of 2 unconnected molecules or ions with the total composition C5H16NO.

Structure (XYZ):
```
23
Properties=species:S:1:pos:R:3:lowdin_charge:R:1
C -0.754 0.956 -0.442 -0.124
C 0.394 -0.011 -0.149 -0.389
C 0.812 -0.754 -1.415 -0.050
C 1.550 0.791 0.459 -0.225
C 2.639 -0.090 1.072 -0.082
N -1.989 0.227 -0.917 0.187
H -0.465 1.610 -1.264 0.140
H -1.048 1.551 0.417 0.136
H 0.044 -0.750 0.578 0.135
H 1.714 -1.341 -1.239 0.086
H 0.048 -1.451 -1.769 0.075
H 1.041 -0.046 -2.218 0.100
H 1.978 1.421 -0.329 0.125
H 1.156 1.477 1.207 0.112
H 2.220 -0.832 1.747 0.080
H 3.168 -0.628 0.287 0.071
H 3.372 0.502 1.608 0.080
H -2.651 0.879 -1.345 0.174
H -1.715 -0.468 -1.612 0.146
H -2.509 -0.249 -0.153 0.105
H -3.759 -0.859 2.046 0.079
H -2.263 -1.198 1.941 0.071
O -2.983 -0.739 1.489 -0.032
```

The total charge is +1.



D.
The following is a DFT calculation (the ωB97M-V functional and the def2-TZVPD basis) of 2 unconnected molecules or ions with the total composition C5H16NO.

Structure (XYZ):
```
23
Properties=species:S:1:pos:R:3:lowdin_charge:R:1
C 1.116 0.779 -1.389 -0.079
C 0.100 0.767 -0.271 -0.351
C -1.258 0.046 -0.308 -0.403
C -2.288 0.822 -0.950 -0.131
C -0.905 -1.297 -1.150 -0.044
N 0.884 0.436 0.991 0.140
H 0.722 1.160 -2.367 0.112
H 1.529 -0.190 -1.749 0.080
H 2.058 1.427 -1.183 0.121
H -0.314 1.919 -0.107 0.195
H -1.783 -0.337 0.726 0.193
H -3.102 0.229 -1.229 0.070
H -2.015 1.269 -1.907 0.095
H -2.532 1.807 -0.450 0.116
H -1.793 -1.369 -1.996 0.141
H -0.816 -2.151 -0.497 0.056
H 0.031 -1.210 -1.782 0.057
H 1.413 -0.528 0.922 0.177
H 0.244 0.478 1.856 0.190
H 1.585 1.156 1.162 0.151
H 1.846 -2.205 2.824 0.099
H 2.350 -0.912 3.094 0.046
O 1.725 -1.288 2.519 -0.030
```

The total charge is +1.



Most stable: C (next structure +1.135 eV)



A.
The following is a DFT calculation (the ωB97M-V functional and the def2-TZVPD basis) of 5 unconnected molecules or ions with the total composition C2H13NO4.

Structure (XYZ):
```
20
Properties=species:S:1:pos:R:3:lowdin_charge:R:1
C 0.362 1.834 -0.930 -0.037
C 1.137 1.011 -1.639 -0.320
N 2.532 1.051 -1.538 0.009
H 0.837 2.676 -0.507 0.037
H -0.780 1.757 -0.864 0.086
H 0.698 0.201 -2.128 0.081
H 2.983 1.765 -0.921 0.107
H 2.990 0.788 -2.436 0.093
H -3.160 -0.648 0.398 0.023
H -3.752 -1.645 -0.643 0.041
O -3.262 -0.827 -0.527 -0.046
H -0.109 1.107 3.893 0.015
H -0.589 0.210 2.511 -0.046
O -0.666 0.521 3.404 -0.069
H 0.508 -0.688 0.509 0.035
H -0.862 -0.013 0.235 0.007
O -0.210 -0.193 0.897 -0.053
H -0.110 -2.639 -0.399 0.031
H 1.098 -3.419 0.287 0.033
O 0.356 -2.851 0.400 -0.025
```

The structure (SMILES) is C=CN.O.O.O.O.



B.
The following is a DFT calculation (the ωB97M-V functional and the def2-TZVPD basis) of 4 unconnected molecules or ions with the total composition C2H13NO4.

Structure (XYZ):
```
20
Properties=species:S:1:pos:R:3:lowdin_charge:R:1
C -0.344 -1.038 -0.937 -0.141
N 0.236 -2.061 -0.112 -0.101
C 0.417 -1.724 1.271 -0.292
O 1.645 -1.095 1.593 -0.064
H -1.309 -0.615 -0.666 0.077
H -0.528 -1.465 -1.927 0.084
H 0.328 -0.183 -1.109 0.076
H 1.061 -2.535 -0.461 0.115
H -0.405 -1.098 1.569 0.118
H 0.301 -2.635 1.873 0.121
H 2.294 -1.735 1.889 0.097
H -0.459 2.981 -0.097 0.054
H -0.479 1.504 0.515 0.009
O -0.963 2.184 0.050 -0.048
H 1.771 0.708 1.482 -0.011
H 2.104 1.743 0.345 0.037
O 1.802 1.646 1.249 -0.062
H -3.153 2.053 -2.563 0.026
H -2.020 1.731 -1.521 -0.020
O -2.301 1.634 -2.441 -0.076
```

The structure (SMILES) is CNCO.O.O.O.



C.
The following is a DFT calculation (the ωB97M-V functional and the def2-TZVPD basis) of 5 unconnected molecules or ions with the total composition C2H13NO4.

Structure (XYZ):
```
20
Properties=species:S:1:pos:R:3:lowdin_charge:R:1
C 2.661 1.276 -1.020 -0.130
C 0.564 2.249 -1.220 -0.107
N 1.432 1.801 -0.429 -0.075
H 3.214 0.718 -0.281 0.069
H 3.179 2.182 -1.344 0.080
H 2.528 0.810 -2.006 0.075
H -0.197 2.992 -0.996 0.070
H 0.593 2.006 -2.290 0.072
H -1.092 -3.860 -0.242 0.042
H -1.177 -2.391 -0.694 0.021
O -0.621 -3.024 -0.228 -0.058
H -3.622 -1.304 -0.194 0.032
H -2.537 -0.688 0.725 -0.007
O -3.057 -1.487 0.559 -0.062
H 0.822 -1.915 2.575 0.033
H 0.248 -1.442 1.156 -0.002
O 0.488 -1.189 2.049 -0.063
H -1.026 1.376 0.550 -0.003
H -0.987 1.037 2.086 0.055
O -1.412 0.856 1.245 -0.042
```

The structure (SMILES) is C=NC.O.O.O.O.



D.
The following is a DFT calculation (the ωB97M-V functional and the def2-TZVPD basis) of 5 unconnected molecules or ions with the total composition C2H13NO4.

Structure (XYZ):
```
20
Properties=species:S:1:pos:R:3:lowdin_charge:R:1
C -0.266 2.793 -0.300 -0.130
C 1.811 1.907 -0.857 -0.062
N 0.906 2.015 -0.002 -0.104
H -0.409 3.432 0.572 0.079
H -0.118 3.445 -1.168 0.074
H -1.135 2.171 -0.448 0.071
H 2.661 1.271 -0.625 0.067
H 1.882 2.457 -1.797 0.077
H -0.179 -1.087 -1.149 0.014
H -1.136 -0.903 0.091 0.005
O -0.974 -0.658 -0.830 -0.047
H -0.811 -1.250 2.169 0.001
H -2.083 -1.659 2.781 0.050
O -1.691 -1.586 1.899 -0.079
H -0.421 -3.696 -2.861 0.040
H -0.694 -2.443 -1.976 0.002
O -0.007 -3.048 -2.283 -0.060
H 0.639 0.389 1.427 0.010
H 1.644 -0.444 2.216 0.055
O 0.720 -0.177 2.215 -0.062
```

The structure (SMILES) is C=NC.O.O.O.O.



Most stable: B (next structure +0.173 eV)



A.
The following is a DFT calculation (the ωB97M-V functional and the def2-TZVPD basis) of 5 unconnected molecules or ions with the total composition C2H13NO4.

Structure (XYZ):
```
20
Properties=species:S:1:pos:R:3:lowdin_charge:R:1
C 1.029 0.122 -1.540 -0.133
C 2.611 -1.841 -1.763 -0.077
N 1.765 -1.077 -1.258 -0.090
H 1.663 0.820 -2.055 0.078
H 0.696 0.567 -0.603 0.076
H 0.188 -0.020 -2.243 0.066
H 3.597 -2.021 -1.313 0.068
H 2.364 -2.398 -2.687 0.065
H -1.170 1.953 1.850 -0.007
H -0.813 0.466 2.059 -0.005
O -0.835 1.337 2.508 -0.086
H -0.891 -1.772 0.869 0.007
H -0.572 -1.793 2.414 0.050
O -0.349 -1.391 1.572 -0.060
H -1.272 4.102 2.563 0.043
H -2.507 4.776 1.953 0.039
O -1.898 4.042 1.834 -0.054
H -0.408 -1.891 -1.477 0.008
H -1.958 -1.895 -1.652 0.062
O -1.240 -2.088 -1.033 -0.049
```

The structure (SMILES) is C=NC.O.O.O.O.



B.
The following is a DFT calculation (the ωB97M-V functional and the def2-TZVPD basis) of 5 unconnected molecules or ions with the total composition C2H13NO4.

Structure (XYZ):
```
20
Properties=species:S:1:pos:R:3:lowdin_charge:R:1
C 1.134 -0.877 1.264 -0.148
C -0.340 0.367 2.688 -0.050
N 0.213 0.194 1.554 -0.098
H 0.767 -1.868 1.488 0.065
H 2.144 -0.608 1.783 0.123
H 1.414 -0.840 0.189 0.049
H -0.861 1.308 2.825 0.061
H -0.334 -0.346 3.509 0.076
H -0.530 0.429 -1.841 0.004
H -0.539 1.414 -3.079 0.056
O -0.804 0.530 -2.760 -0.068
H -1.564 1.662 0.608 -0.008
H -2.557 2.586 -0.164 0.037
O -2.051 1.772 -0.216 -0.055
H 2.717 0.154 -1.541 0.032
H 1.553 0.881 -2.112 0.007
O 2.393 1.059 -1.652 -0.063
H -1.103 -2.357 -1.506 0.035
H -0.549 -2.439 -0.240 0.006
O -1.103 -3.023 -0.798 -0.062
```

The structure (SMILES) is C=NC.O.O.O.O.



Most stable: B (next structure +0.555 eV)